The following is a quantum chemistry calculation of a 3-piece molecular cluster, C34H54FIN5O7 overall at a distorted geometry, from the Open Molecules 2025 dataset.

For the HOMO energy, the calculation gives -0.3863 Ha. The value obtained for the LUMO energy is -4.9 eV. The net charge is +1. Its energy is -2524.839792 hartree.

XYZ file:
```
102
Properties=species:S:1:pos:R:3:mulliken_charge:R:1
C 7.36 0.29 3.15 -0.88
C 7.30 1.63 2.19 -0.56
C 5.75 2.20 1.98 -0.23
C 5.36 3.36 3.11 -0.58
C 3.94 3.02 3.88 -0.51
C 2.67 3.92 3.27 -0.68
C 1.82 2.90 2.31 0.24
C 2.14 2.93 0.70 -0.93
C 1.33 1.88 -0.26 0.74
C 1.71 1.95 -1.89 -0.19
O 0.88 2.42 -2.83 -0.42
N 3.10 1.50 -2.34 -0.16
C 3.25 0.02 -2.08 0.58
O 3.08 -0.91 -3.04 -0.42
F 3.62 -0.45 -0.71 -0.22
N 0.26 0.89 0.26 1.00
C -0.35 0.01 -0.82 0.08
C 0.25 -1.48 -1.08 -0.28
C -0.55 -2.20 -2.30 -0.60
C -1.74 -1.43 -3.04 0.00
N -2.30 -0.06 -2.87 -0.46
C -1.53 0.56 -1.75 -0.33
C -0.14 0.83 1.75 0.44
C -1.31 -0.18 2.30 -0.85
I -3.32 0.24 1.43 0.08
C -0.92 -1.79 2.21 -0.34
C 0.61 -2.09 2.77 -0.84
C 0.66 1.83 2.83 0.72
C 0.37 1.84 4.46 -1.31
O -1.01 2.24 4.80 -0.29
C -0.93 3.55 5.51 -0.07
C -2.49 4.14 5.48 -0.71
O -2.57 5.01 4.30 -0.27
C -3.04 4.30 3.10 0.03
C -2.30 5.03 1.80 -0.11
O -2.50 6.49 1.91 -0.42
C -3.93 6.86 1.83 -0.27
C -4.37 7.50 3.30 -0.70
H 7.54 -0.67 2.50 0.26
H 6.36 0.12 3.75 0.23
H 8.25 0.36 3.92 0.27
H 8.00 2.48 2.62 0.33
H 7.73 1.33 1.13 0.30
H 5.71 2.62 0.89 0.14
H 5.02 1.28 2.02 0.13
H 5.31 4.39 2.50 0.22
H 6.28 3.42 3.84 0.39
H 3.75 1.86 3.72 0.24
H 4.13 3.22 5.02 0.40
H 2.07 4.32 4.19 0.01
H 3.16 4.76 2.61 0.56
H 2.94 3.70 0.30 0.34
H 3.83 2.07 -1.84 0.37
H 1.13 -1.93 -0.44 0.37
H -0.26 -3.30 -2.63 0.30
H -2.30 -2.05 -3.89 0.16
H -1.88 1.68 -1.50 0.32
H -1.48 0.01 3.47 0.54
H -1.64 -2.32 3.00 0.42
H -1.16 -2.28 1.18 0.31
H 0.63 -1.65 3.88 0.22
H 1.46 -1.59 2.14 0.16
H 0.71 -3.25 2.89 0.37
H 0.46 0.69 4.79 0.14
H 1.18 2.41 5.08 0.43
H -0.55 3.43 6.62 0.32
H -0.26 4.28 4.87 0.10
H -3.23 3.23 5.47 0.30
H -2.69 4.77 6.45 0.34
H -2.71 3.17 3.05 0.04
H -4.21 4.35 3.01 0.26
H -2.65 4.59 0.77 0.27
H -1.15 4.79 1.92 -0.08
H -4.63 5.98 1.50 0.22
H -4.04 7.72 1.02 0.35
H -4.72 8.61 3.14 0.29
H -5.20 6.84 3.83 0.21
H -3.44 7.47 4.04 0.15
C -3.07 -4.81 -5.62 0.16
O -3.85 -4.54 -4.72 -0.62
N -3.00 -4.17 -6.84 0.17
C -2.04 -4.55 -7.86 -0.90
C -3.91 -3.08 -7.11 -0.91
H -2.33 -5.63 -5.52 0.22
H -1.40 -3.70 -8.08 0.39
H -2.58 -4.85 -8.76 0.34
H -1.42 -5.39 -7.52 0.22
H -3.75 -2.29 -6.36 0.22
H -4.93 -3.44 -7.04 0.32
H -3.73 -2.67 -8.11 0.39
C -2.05 -8.44 -6.53 0.08
O -3.13 -7.96 -6.86 -0.58
N -1.81 -9.14 -5.37 0.13
C -0.51 -9.68 -5.05 -0.92
C -2.90 -9.34 -4.43 -0.91
H -1.16 -8.35 -7.17 0.32
H -0.59 -10.77 -4.94 0.33
H -0.16 -9.24 -4.11 0.33
H 0.22 -9.46 -5.84 0.29
H -3.70 -9.89 -4.94 0.30
H -3.28 -8.37 -4.11 0.27
H -2.56 -9.91 -3.56 0.38
```

=====

The following is a quantum chemistry calculation of C34H54Ge2InN4O5S2 as an isolated structure, from the Open Molecules 2025 dataset.

For the HOMO energy, the calculation gives -0.3527 Ha. The value obtained for the LUMO energy is -2.7 eV. The net charge is +1. Its energy is -7063.488195 hartree.

XYZ file:
```
102
Properties=species:S:1:pos:R:3:mulliken_charge:R:1
In 0.73 1.06 -0.66 0.79
O 2.37 4.47 -4.13 -0.46
C 1.95 3.40 -3.44 0.15
O 1.22 3.46 -2.49 -0.41
C 2.46 2.11 -4.02 0.26
C 2.92 2.01 -5.32 -0.57
C 3.23 0.75 -5.81 -0.70
C 3.07 -0.35 -4.99 -0.83
C 2.66 -0.15 -3.67 0.48
N 2.37 1.06 -3.20 0.27
C 2.56 -1.26 -2.66 0.45
O 2.21 -2.47 -3.11 -0.47
O 2.79 -1.09 -1.50 -0.46
H 1.98 5.26 -3.74 0.38
H 3.03 2.89 -5.94 0.54
H 3.60 0.63 -6.82 0.46
H 3.30 -1.34 -5.36 0.45
H 1.99 -2.47 -4.05 0.32
C -4.11 -1.06 4.30 -1.15
C -3.12 -0.23 3.48 -0.19
Ge -3.10 -0.66 1.55 -0.07
C -2.04 -2.31 1.19 0.24
C -2.82 -3.59 1.47 -1.28
C -4.81 -0.79 0.58 -0.58
C -4.98 -0.25 -0.63 0.48
Ge -3.50 0.92 -1.31 0.72
C -3.72 2.85 -1.79 -0.41
C -4.72 3.27 -2.86 -1.10
C -2.34 0.05 -2.69 0.19
C -2.97 -0.11 -4.07 -1.20
C -6.15 -0.47 -1.50 0.28
C -6.24 0.19 -2.73 0.37
C -7.32 0.01 -3.57 -1.15
C -8.35 -0.85 -3.21 -0.45
C -8.27 -1.52 -2.00 -0.74
C -7.19 -1.34 -1.15 -0.57
H -3.98 -0.89 5.37 0.38
H -3.98 -2.13 4.11 0.25
H -5.14 -0.80 4.04 0.30
H -2.09 -0.41 3.81 0.21
H -3.31 0.83 3.59 0.41
H -1.16 -2.24 1.82 -0.06
H -1.70 -2.28 0.15 0.19
H -3.21 -3.61 2.49 0.26
H -2.18 -4.47 1.34 0.39
H -3.67 -3.69 0.79 0.33
H -5.58 -1.42 1.02 0.41
H -2.70 3.14 -2.07 0.30
H -3.94 3.35 -0.85 0.43
H -4.55 2.76 -3.81 0.22
H -4.62 4.34 -3.05 0.39
H -5.74 3.07 -2.55 0.30
H -2.00 -0.91 -2.30 0.21
H -1.46 0.70 -2.75 -0.16
H -3.80 -0.82 -4.05 0.33
H -2.24 -0.47 -4.80 0.36
H -3.36 0.84 -4.44 0.26
H -5.44 0.86 -3.02 -0.04
H -7.37 0.55 -4.52 0.41
H -9.20 -0.99 -3.86 0.40
H -9.06 -2.21 -1.72 0.40
H -7.17 -1.88 -0.22 0.33
C 4.20 -1.91 5.44 -1.01
C 2.95 -2.40 4.71 -0.16
N 2.29 -1.32 3.99 0.06
C 2.02 -1.15 2.68 0.42
S 0.85 0.01 2.26 -0.53
N 2.64 -1.84 1.71 0.47
C 3.85 -2.64 1.77 -0.40
C 3.58 -4.15 1.71 -1.44
H 4.63 -2.72 6.03 0.38
H 3.94 -1.09 6.12 0.35
H 4.94 -1.55 4.73 0.12
H 2.24 -2.80 5.44 0.44
H 3.20 -3.21 4.03 -0.12
H 1.77 -0.68 4.56 0.27
H 2.30 -1.61 0.79 -0.28
H 4.42 -2.38 2.66 0.21
H 4.46 -2.37 0.90 0.37
H 2.93 -4.47 2.53 0.29
H 4.52 -4.69 1.79 0.41
H 3.11 -4.41 0.77 0.36
S -2.21 1.13 0.53 -0.57
O 2.03 2.87 0.54 -0.63
C 3.18 2.86 0.98 0.41
C 4.26 2.01 0.35 -0.03
C 4.70 0.86 1.28 0.66
C 5.74 1.29 2.31 -1.21
C 5.20 2.28 3.35 -0.47
C 4.79 3.62 2.74 -0.86
N 3.50 3.57 2.07 -0.12
H 5.12 2.63 0.09 0.53
H 3.84 1.60 -0.57 -0.62
H 5.12 0.06 0.67 0.41
H 3.81 0.46 1.78 -0.42
H 6.58 1.75 1.79 0.37
H 6.12 0.40 2.83 0.42
H 5.98 2.46 4.10 0.37
H 4.34 1.84 3.87 0.23
H 5.56 3.94 2.03 0.27
H 4.72 4.37 3.51 0.46
H 2.73 4.06 2.49 0.33
```

=====

The following is a quantum chemistry calculation of a 6-piece molecular cluster, C34H54N2O16S overall at a distorted geometry, from the Open Molecules 2025 dataset.

For the HOMO energy, the calculation gives -0.3519 Ha. The value obtained for the LUMO energy is 0.4 eV. The SMILES is COCCCCCCCCC[C@@](S)(C#N)CC#N.C[C@@H]1COC(=O)O1.C[C@@H]1COC(=O)O1.C[C@@H]1COC(=O)O1.C[C@@H]1COC(=O)O1.C[C@@H]1COC(=O)O1. The net charge is 0. Its energy is -3039.527699 hartree.

XYZ file:
```
107
Properties=species:S:1:pos:R:3:mulliken_charge:R:1
C -1.90 0.19 -1.44 -0.68
O -2.31 -0.56 -0.30 -0.27
C -1.20 -1.07 0.39 0.05
C -0.91 -2.53 0.09 -0.73
C 0.47 -2.90 0.60 -0.66
C 0.62 -2.72 2.13 -0.71
C 1.82 -1.80 2.41 -1.60
C 1.46 -0.30 2.41 1.85
C 2.56 0.52 1.74 -0.79
C 2.38 2.02 1.98 -0.27
C 3.63 2.87 1.83 -1.67
C 4.29 2.84 0.45 1.65
S 5.55 4.22 0.42 -0.21
C 5.04 1.62 0.21 -0.26
N 5.37 0.51 0.14 -0.68
C 3.35 3.12 -0.74 -0.42
C 2.34 4.11 -0.41 -0.07
N 1.59 4.83 0.13 -0.58
H -2.55 -0.09 -2.26 0.01
H -0.89 -0.05 -1.73 0.41
H -2.00 1.25 -1.24 0.29
H -1.40 -1.01 1.46 0.26
H -0.30 -0.47 0.23 0.37
H -1.02 -2.77 -0.96 0.24
H -1.67 -3.10 0.63 0.34
H 0.64 -3.93 0.34 0.40
H 1.20 -2.26 0.11 0.09
H -0.28 -2.31 2.57 0.33
H 0.81 -3.67 2.62 0.52
H 2.25 -2.04 3.37 0.48
H 2.58 -1.97 1.65 0.53
H 1.38 0.02 3.44 0.41
H 0.51 -0.11 1.95 -1.46
H 3.52 0.15 2.08 0.33
H 2.53 0.32 0.66 0.15
H 2.04 2.13 3.00 0.44
H 1.56 2.37 1.35 0.15
H 4.38 2.65 2.58 0.47
H 3.34 3.90 1.99 0.60
H 6.65 3.56 0.82 0.20
H 3.95 3.56 -1.53 0.90
H 2.93 2.22 -1.15 -0.33
C -0.10 2.22 7.47 -1.61
C -1.06 1.28 6.78 0.64
C -1.32 -0.02 7.50 -0.59
O -1.64 -0.91 6.42 -0.40
C -1.01 -0.44 5.32 0.47
O -0.91 -1.03 4.29 -0.42
O -0.51 0.79 5.54 -0.12
H -0.54 2.62 8.38 0.41
H 0.83 1.70 7.73 0.36
H 0.16 3.04 6.81 0.37
H -1.99 1.80 6.55 0.19
H -2.14 0.04 8.21 0.31
H -0.43 -0.41 8.01 0.33
C -4.33 -2.66 -1.81 -1.26
C -5.08 -2.42 -3.09 0.71
C -6.57 -2.23 -2.94 -0.45
O -7.06 -2.69 -4.21 -0.35
C -6.17 -3.59 -4.69 0.60
O -6.36 -4.30 -5.62 -0.54
O -5.03 -3.57 -3.95 -0.36
H -4.32 -1.76 -1.19 0.29
H -4.78 -3.47 -1.24 0.49
H -3.30 -2.94 -2.01 0.09
H -4.63 -1.58 -3.64 0.12
H -6.86 -1.20 -2.76 0.31
H -6.99 -2.87 -2.16 0.32
C 1.16 0.13 -7.03 -1.30
C -0.11 -0.15 -6.28 0.43
C -0.29 0.63 -5.00 0.14
O -1.10 -0.26 -4.21 -0.13
C -0.83 -1.52 -4.63 0.51
O -1.18 -2.50 -4.05 -0.51
O -0.12 -1.51 -5.77 -0.40
H 1.14 1.14 -7.45 0.38
H 2.03 0.05 -6.37 0.16
H 1.30 -0.58 -7.84 0.38
H -0.98 -0.04 -6.94 0.31
H -0.78 1.59 -5.15 0.36
H 0.64 0.78 -4.45 -0.27
C -4.02 2.22 1.05 -1.26
C -2.89 2.77 1.88 0.74
C -2.10 1.72 2.62 0.45
O -1.60 2.46 3.75 -0.25
C -2.49 3.45 4.00 0.49
O -2.50 4.11 4.99 -0.57
O -3.38 3.57 2.98 -0.41
H -3.63 1.67 0.20 0.09
H -4.66 1.56 1.64 0.38
H -4.65 3.03 0.68 0.42
H -2.24 3.40 1.27 0.34
H -1.27 1.33 2.02 -0.67
H -2.71 0.89 2.98 0.23
C 4.13 -3.12 -3.15 -1.47
C 4.35 -1.66 -3.45 0.36
C 5.01 -0.88 -2.35 -0.53
O 4.50 0.45 -2.57 -0.35
C 3.29 0.32 -3.18 0.73
O 2.51 1.19 -3.33 -0.61
O 3.10 -0.96 -3.58 -0.16
H 5.08 -3.65 -3.11 0.38
H 3.61 -3.25 -2.20 0.26
H 3.50 -3.58 -3.92 0.41
H 4.89 -1.54 -4.40 0.31
H 6.10 -0.88 -2.40 0.37
H 4.70 -1.20 -1.35 0.24
```

=====

The following is a quantum chemistry calculation of a 12-piece molecular cluster, C34H55BCl33F5N2O10SSi overall at a distorted geometry, from the Open Molecules 2025 dataset.

For the HOMO energy, the calculation gives -0.3641 Ha. The value obtained for the LUMO energy is -0.3 eV. The SMILES is CC[C@@H](F)N(CCO[Si](C)(C)C)[C@@](F)([C@H](F)CC)[C@H](O[C@](CCCS(=O)(=O)O)(C[C@H](C)O)N(C(=O)F)C(=O)F)B(O)OC.ClC(Cl)Cl.ClC(Cl)Cl.ClC(Cl)Cl.ClC(Cl)Cl.ClC(Cl)Cl.ClC(Cl)Cl.ClC(Cl)Cl.ClC(Cl)Cl.ClC(Cl)Cl.ClC(Cl)Cl.ClC(Cl)Cl. The net charge is 0. Its energy is -18588.401280 hartree.

XYZ file:
```
142
Properties=species:S:1:pos:R:3:mulliken_charge:R:1
C 2.82 2.53 3.30 -0.99
C 2.39 2.46 1.75 0.48
C 2.47 0.94 1.13 -0.06
F 2.40 0.10 2.29 -0.36
N 1.37 0.84 0.14 1.46
C 1.95 1.43 -1.11 -0.99
C 0.93 2.47 -1.85 0.75
O 1.45 3.81 -1.92 -0.52
Si 0.24 5.02 -1.63 0.77
C 1.20 6.71 -1.53 -1.13
C -0.67 4.84 0.05 -0.17
C -1.01 5.24 -3.10 -0.53
C 0.74 -0.48 -0.04 -0.26
F 0.23 -0.47 -1.43 -0.67
C 1.69 -1.76 -0.07 -0.05
F 1.35 -2.65 -1.20 -0.25
C 1.84 -2.68 1.21 -0.23
C 3.35 -3.11 1.59 -0.49
C -0.68 -0.68 0.78 0.63
O -1.78 -0.43 -0.10 -0.11
C -3.04 -1.01 0.11 0.22
C -4.07 0.22 0.42 -0.27
C -4.05 1.38 -0.69 -0.43
C -4.33 2.80 0.06 -0.57
S -6.06 2.84 0.79 1.20
O -6.31 4.26 1.26 -0.55
O -7.08 2.53 -0.29 -0.64
O -6.25 1.82 2.11 -0.46
C -3.29 -2.05 1.30 -1.29
C -2.93 -3.59 0.96 0.06
C -2.78 -4.35 2.40 -1.04
O -1.67 -3.79 0.27 -0.38
N -3.39 -1.77 -1.15 0.72
C -4.82 -1.94 -1.37 0.46
O -5.47 -1.15 -2.10 -0.44
F -5.60 -3.03 -0.84 -0.29
C -2.63 -1.35 -2.32 0.15
O -2.78 -0.34 -3.02 -0.44
F -1.61 -2.27 -2.77 -0.12
B -0.85 0.45 2.00 1.43
O -1.39 1.77 1.80 -0.23
O -0.42 0.06 3.34 -0.99
C -0.73 1.12 4.30 -0.38
H 3.80 1.95 3.45 0.28
H 2.00 2.24 4.04 0.17
H 3.08 3.64 3.51 0.39
H 1.38 2.95 1.50 -0.57
H 3.18 3.06 1.15 0.39
H 3.52 0.74 0.66 0.38
H 2.38 0.64 -1.85 0.37
H 2.88 2.10 -0.91 0.41
H 0.63 2.01 -2.86 0.20
H -0.03 2.45 -1.19 -0.56
H 1.11 7.29 -2.51 0.30
H 0.79 7.28 -0.62 0.31
H 2.29 6.44 -1.30 0.24
H -1.36 3.92 0.10 -0.61
H -1.38 5.76 0.14 0.46
H 0.03 4.91 0.97 0.29
H -0.81 6.26 -3.61 0.31
H -0.86 4.38 -3.84 -0.18
H -2.08 5.24 -2.65 0.24
H 2.75 -1.37 -0.35 0.19
H 1.25 -3.66 1.07 0.47
H 1.39 -2.19 2.16 -0.14
H 3.51 -3.22 2.74 0.31
H 4.16 -2.45 1.13 -0.44
H 3.53 -4.18 1.18 0.34
H -0.63 -1.68 1.32 -0.57
H -5.14 -0.17 0.68 0.54
H -3.73 0.73 1.41 0.04
H -3.01 1.52 -1.18 -0.05
H -4.86 1.30 -1.49 0.49
H -3.51 3.05 0.82 0.10
H -4.30 3.64 -0.74 0.42
H -5.52 1.98 2.75 0.36
H -2.78 -1.81 2.30 0.00
H -4.43 -2.04 1.52 0.64
H -3.75 -4.16 0.40 0.44
H -3.40 -3.78 3.18 0.31
H -1.67 -4.18 2.70 0.11
H -3.00 -5.47 2.34 0.32
H -1.85 -4.26 -0.58 0.29
H -0.71 2.39 1.43 0.04
H -0.16 2.09 4.05 0.05
H -0.41 0.83 5.36 -0.07
H -1.85 1.40 4.31 0.15
Cl -4.46 -3.39 -7.04 -0.15
C -3.69 -3.50 -5.45 0.37
Cl -4.77 -4.27 -4.28 -0.10
Cl -2.16 -4.38 -5.55 -0.12
H -3.48 -2.49 -5.10 0.00
Cl 6.05 -0.93 0.52 -0.13
C 7.20 -2.25 0.23 -0.07
Cl 8.77 -1.88 0.94 -0.03
Cl 6.57 -3.77 0.87 -0.11
H 7.33 -2.36 -0.85 0.30
Cl 11.55 -1.49 1.78 -0.10
C 12.62 -0.08 1.81 0.10
Cl 14.06 -0.37 0.84 -0.12
Cl 11.76 1.36 1.25 -0.13
H 12.93 0.08 2.84 0.26
Cl 7.84 2.92 3.97 -0.13
C 8.99 1.61 3.69 0.22
Cl 10.56 1.99 4.42 -0.12
Cl 8.37 0.08 4.33 -0.12
H 9.13 1.50 2.62 0.13
Cl -9.42 -6.92 -6.53 -0.12
C -8.46 -5.99 -5.36 0.32
Cl -7.19 -5.07 -6.19 -0.05
Cl -9.50 -4.91 -4.42 -0.14
H -7.98 -6.69 -4.68 -0.01
Cl 13.63 4.89 -0.25 -0.12
C 14.41 4.81 1.34 -0.02
Cl 13.33 4.05 2.52 -0.05
Cl 15.94 3.92 1.23 -0.12
H 14.62 5.82 1.67 0.32
Cl 2.99 -4.35 -3.78 -0.15
C 2.31 -5.57 -2.70 0.54
Cl 1.68 -6.94 -3.62 -0.15
Cl 3.52 -6.10 -1.53 -0.13
H 1.48 -5.12 -2.15 -0.15
Cl -6.72 -8.48 -4.73 -0.09
C -6.56 -9.83 -3.60 0.03
Cl -7.45 -9.49 -2.10 -0.13
Cl -7.14 -11.33 -4.34 -0.12
H -5.51 -9.95 -3.36 0.31
Cl -1.90 3.37 -8.53 -0.13
C -1.45 2.72 -6.95 0.07
Cl 0.02 3.51 -6.35 -0.11
Cl -2.78 2.90 -5.80 -0.10
H -1.24 1.65 -7.07 0.27
Cl -6.17 7.78 2.48 -0.14
C -7.55 6.90 3.16 0.23
Cl -7.09 6.11 4.68 -0.14
Cl -8.92 7.99 3.42 -0.14
H -7.85 6.13 2.45 0.18
Cl -1.76 -2.92 5.24 -0.09
C -2.33 -1.74 6.43 -0.15
Cl -0.96 -0.95 7.22 -0.14
Cl -3.38 -0.55 5.65 -0.10
H -2.91 -2.27 7.18 0.43
```